{"formula": "C24H32O24", "method": "the ωB97M-V functional and the def2-TZVPD basis", "species": ["C", "C", "O", "C", "O", "O", "H", "H", "H", "H", "C", "C", "O", "C", "O", "O", "H", "H", "H", "H", "C", "C", "O", "C", "O", "O", "H", "H", "H", "H", "C", "C", "O", "C", "O", "O", "H", "H", "H", "H", "C", "C", "O", "C", "O", "O", "H", "H", "H", "H", "C", "C", "O", "C", "O", "O", "H", "H", "H", "H", "C", "C", "O", "C", "O", "O", "H", "H", "H", "H", "C", "C", "O", "C", "O", "O", "H", "H", "H", "H"], "coordinates": [[1.174, -2.342, -4.811], [0.472, -1.803, -3.503], [-0.902, -1.918, -3.664], [-1.121, -2.519, -4.877], [-2.232, -2.636, -5.435], [0.079, -2.934, -5.442], [1.861, -3.070, -4.380], [1.640, -1.522, -5.357], [0.660, -0.730, -3.450], [0.718, -2.232, -2.531], [-3.509, 3.330, 4.447], [-3.215, 2.625, 3.182], [-3.680, 3.576, 2.217], [-4.081, 4.704, 2.753], [-4.433, 5.685, 2.118], [-4.154, 4.549, 4.076], [-2.600, 3.520, 5.018], [-4.014, 2.627, 5.110], [-3.780, 1.692, 3.186], [-2.148, 2.404, 3.178], [2.944, 1.512, -1.099], [3.104, 1.734, 0.418], [2.135, 2.725, 0.660], [1.818, 3.352, -0.516], [1.133, 4.399, -0.673], [2.290, 2.633, -1.538], [2.344, 0.625, -1.303], [3.952, 1.469, -1.513], [4.125, 1.915, 0.752], [2.817, 0.844, 0.978], [-0.634, -4.347, 1.117], [-0.679, -5.654, 0.313], [0.681, -6.086, 0.387], [1.515, -5.130, 0.871], [2.735, -5.238, 0.945], [0.759, -4.129, 1.167], [-1.037, -4.483, 2.121], [-1.102, -3.638, 0.434], [-0.799, -5.428, -0.747], [-1.403, -6.381, 0.680], [-0.010, -0.360, 0.722], [-0.613, 0.916, 1.362], [-1.408, 1.467, 0.355], [-0.871, 1.045, -0.842], [-1.189, 1.482, -1.936], [-0.159, -0.114, -0.679], [-0.506, -1.314, 0.903], [1.060, -0.430, 0.919], [0.178, 1.526, 1.799], [-1.269, 0.558, 2.155], [-0.390, 3.052, -4.680], [0.807, 3.864, -4.804], [1.926, 3.062, -4.591], [1.526, 1.817, -4.636], [2.281, 0.824, -4.499], [0.173, 1.781, -4.900], [-1.042, 3.276, -5.524], [-0.880, 3.163, -3.713], [0.726, 4.651, -4.053], [0.833, 4.465, -5.713], [-4.178, -1.628, -0.557], [-5.332, -1.809, 0.351], [-4.753, -2.077, 1.613], [-3.418, -1.815, 1.603], [-2.663, -2.071, 2.533], [-3.100, -1.425, 0.368], [-4.323, -0.932, -1.383], [-3.934, -2.592, -1.002], [-5.875, -2.680, -0.016], [-5.930, -0.899, 0.404], [5.201, -0.214, 5.248], [5.753, 0.313, 3.939], [4.646, 0.146, 3.022], [3.528, -0.187, 3.674], [2.449, -0.467, 3.150], [3.835, -0.329, 4.993], [5.348, 0.474, 6.081], [5.531, -1.200, 5.577], [6.522, -0.384, 3.606], [6.085, 1.348, 3.863]], "multiplicity": 2, "de_lowest_kj_mol": 0.00, "orbital_gap_ev": [9.67, 2.17], "charge": 1, "e_lumo_ev": [-2.646, -10.146]}